## 1
{"formula": "C5H4N2O", "method": "the ωB97M-V functional and the def2-TZVPD basis", "multiplicity": 1, "homo_lumo_gap_ev": 8.58, "total_charge": 0, "e_homo_ev": -8.371, "lumo_ev": 0.2, "smiles": "C#Cc1c[nH]c(O)n1", "mol_weight_g_mol": 108.1, "species": ["C", "C", "C", "C", "N", "C", "O", "N", "H", "H", "H", "H"], "coordinates": [[2.30, -2.28, 0.45], [1.49, -1.46, 0.08], [0.53, -0.42, -0.10], [-0.56, -0.47, -0.91], [-1.22, 0.73, -0.59], [-0.58, 1.30, 0.50], [-1.04, 2.36, 1.17], [0.54, 0.67, 0.80], [3.01, -3.03, 0.89], [-0.83, -1.25, -1.64], [-1.95, 0.97, -1.19], [-1.69, 2.87, 0.53]], "nbo_charge": [-0.2124, -0.0427, 0.0007, -0.0885, -0.5832, 0.6257, -0.6320, -0.4545, 0.2486, 0.2399, 0.4139, 0.4844]}


## 2
{"formula": "C5H4N2O", "method": "the ωB97M-V functional and the def2-TZVPD basis", "multiplicity": 1, "homo_lumo_gap_ev": 9.86, "total_charge": 0, "e_homo_ev": -10.382, "lumo_ev": -0.5, "smiles": "N#C/C=C\\[C@H](O)C#N", "mol_weight_g_mol": 108.1, "species": ["N", "C", "C", "C", "C", "O", "C", "N", "H", "H", "H", "H"], "coordinates": [[2.37, 0.61, -1.38], [2.15, -0.05, -0.36], [1.54, -0.90, 0.65], [0.22, -0.49, 0.56], [-0.50, 0.61, -0.32], [-1.31, 1.33, 0.55], [-1.43, -0.30, -0.91], [-2.39, -1.16, -1.01], [2.03, -1.79, 1.22], [-0.62, -0.77, 1.38], [0.21, 1.23, -0.74], [-2.28, 1.68, 0.36]], "nbo_charge": [-0.3410, 0.2442, -0.3422, -0.0766, -0.0533, -0.7257, 0.2501, -0.2840, 0.2916, 0.2473, 0.2601, 0.5294]}


## 3
{"formula": "C5H4N2O", "method": "the ωB97M-V functional and the def2-TZVPD basis", "multiplicity": 1, "homo_lumo_gap_ev": 9.53, "total_charge": 0, "e_homo_ev": -9.372, "lumo_ev": 0.2, "mol_weight_g_mol": 108.1, "species": ["C", "C", "C", "C", "C", "H", "H", "H", "H", "N", "N", "O"], "coordinates": [[1.88, 0.55, 0.07], [0.58, -0.70, -0.11], [-1.60, -0.94, -0.11], [-1.66, 0.44, -0.12], [0.34, 0.65, -0.08], [2.39, 0.73, 1.04], [2.31, 1.05, -0.88], [-2.45, -1.63, 0.29], [-2.51, 0.89, 0.00], [-0.43, -1.56, 0.06], [-0.74, 1.40, -0.01], [1.89, -0.90, -0.15]], "nbo_charge": [-0.1044, 0.4065, -0.0356, -0.0428, 0.0688, 0.2233, 0.2068, 0.2254, 0.1843, -0.3737, -0.3149, -0.4439]}


Verdict on stability: 1 comes out on top.